This record from the OMol25 dataset describes a molecular structure, C14H12IN2O2PdS4Sb. The level of theory is ωB97M-V/def2-TZVPD.

```
37
Properties=species:S:1:pos:R:3
Pd -0.709 -1.777 -1.345
C -1.337 2.231 -3.705
C -0.479 2.294 -2.481
N 0.268 3.356 -2.292
C 1.024 3.441 -1.185
C 1.030 2.492 -0.194
C 1.858 2.705 1.040
O 2.680 1.560 1.271
C 0.235 1.337 -0.365
C 0.081 0.395 0.720
N -0.552 -0.714 0.609
C -0.742 -1.554 1.729
C 0.172 -1.641 2.775
C -0.057 -2.514 3.826
C -1.190 -3.312 3.839
C -2.103 -3.240 2.798
C -1.880 -2.365 1.748
I -3.248 -2.214 0.187
C -0.516 1.200 -1.553
O -1.270 0.185 -1.829
H -1.126 3.092 -4.334
H -2.394 2.224 -3.433
H -1.162 1.309 -4.261
H 1.638 4.331 -1.097
H 1.210 2.876 1.910
H 2.467 3.601 0.903
H 3.432 1.824 1.808
H 0.471 0.692 1.692
H 1.082 -1.056 2.745
H 0.666 -2.581 4.628
H -1.358 -4.003 4.653
H -2.985 -3.866 2.800
S 1.611 -2.682 -0.642
Sb 1.344 -3.433 -2.779
S -0.942 -3.808 -2.619
S 0.724 -0.802 -4.053
S 2.058 0.414 -3.511
```

Output
- highest occupied orbital energy (alpha / beta) (eV) = -7.86 / -7.91
- ΔE to the lowest compared entry with this formula, charge and spin (kJ/mol) = 0.0
- multiplicity = 5


This record from the OMol25 dataset describes a molecular structure, C14H12N3OSbSe4Tc. The level of theory is ωB97M-V/def2-TZVPD.

```
36
Properties=species:S:1:pos:R:3
Tc -0.639 -0.193 1.324
C 3.054 -1.210 -0.857
C 1.733 -1.168 -0.166
N 1.173 -0.102 0.287
N 1.725 1.134 0.094
C 0.842 2.030 0.443
O -0.341 1.719 0.901
C 1.130 3.463 0.249
C 0.149 4.404 0.548
C 0.409 5.753 0.364
C 1.647 6.164 -0.109
C 2.631 5.225 -0.398
C 2.376 3.877 -0.220
C 0.903 -2.360 0.036
C 1.283 -3.635 -0.353
C 0.417 -4.694 -0.148
C -0.815 -4.454 0.439
C -1.141 -3.163 0.804
N -0.306 -2.136 0.610
H 3.441 -0.201 -0.964
H 2.961 -1.665 -1.845
H 3.764 -1.805 -0.279
H -0.809 4.070 0.922
H -0.355 6.484 0.592
H 1.849 7.218 -0.249
H 3.598 5.548 -0.761
H 3.130 3.135 -0.443
H 2.252 -3.786 -0.807
H 0.702 -5.696 -0.439
H -1.519 -5.253 0.623
H -2.080 -2.922 1.280
Se -2.303 -0.592 6.691
Sb -1.378 0.195 4.653
Se -2.736 -0.085 2.503
Se -0.917 2.630 4.755
Se 0.632 -0.697 3.382
```

Output
- highest occupied orbital energy (alpha / beta) (eV) = -7.71 / -7.77
- ΔE to the lowest compared entry with this formula, charge and spin (kJ/mol) = 21.1
- multiplicity = 2